Entry 1:
This record from the Open Molecules 2025 dataset describes C12H32AsNO7P3RhS4 as an isolated structure at a distorted geometry. The level of theory is ωB97M-V with the def2-TZVPD basis set.

Last column: natural (NBO) charge in e.
Element x y z (Å)
1 Rh -1.0913 1.0484 -0.0449  0.600
2 N 0.4589 -2.5086 2.1669  -0.738
3 C 0.0527 -1.8236 3.4900  -0.623
4 C 0.6577 -2.4950 4.7102  -0.649
5 P -1.8024 -2.0773 3.3796  2.361
6 O -1.7289 -3.7425 3.4579  -1.060
7 O -2.5130 -1.6206 4.5909  -1.129
8 O -2.0841 -1.7474 1.9544  -1.144
9 P 0.7621 -0.1172 3.2603  2.390
10 O 2.3599 -0.6044 3.1431  -1.063
11 O 0.6466 0.6808 4.4960  -1.124
12 O 0.4541 0.2964 1.8617  -1.193
13 H 0.4550 -3.5204 2.2767  0.415
14 H 1.3513 -2.1617 1.8186  0.434
15 H -0.3362 -2.2303 1.5358  0.504
16 H 0.3029 -3.5230 4.8045  0.211
17 H 0.3256 -1.9335 5.5820  0.262
18 H 1.7488 -2.4777 4.6862  0.202
19 H -2.3850 -4.0191 4.1076  0.496
20 H 2.8168 -0.2196 3.8999  0.497
21 S -5.3454 3.1737 0.0750  -0.769
22 As -3.2788 3.4982 0.3144  0.983
23 S -2.2636 2.0315 1.6250  -0.452
24 S -2.1310 2.5407 -1.3444  -0.475
25 S -2.6212 5.4808 0.6487  -0.791
26 C -1.9116 -0.2707 -3.4327  -0.637
27 C -1.9979 -1.0138 -2.0970  0.248
28 C -1.6343 -2.4814 -2.3420  -0.607
29 C -3.4226 -0.9284 -1.5424  -0.657
30 O -1.0603 -0.5790 -1.1443  -0.825
31 H -2.6144 -0.6963 -4.1548  0.189
32 H -0.9018 -0.3565 -3.8481  0.179
33 H -2.1490 0.7829 -3.3049  0.235
34 H -2.2932 -2.9327 -3.0902  0.183
35 H -1.7200 -3.0394 -1.4074  0.211
36 H -0.6010 -2.5547 -2.6946  0.187
37 H -4.1405 -1.4355 -2.1956  0.178
38 H -3.7338 0.1114 -1.4321  0.243
39 H -3.4456 -1.3890 -0.5520  0.235
40 C 0.5500 2.5412 -3.4345  -0.613
41 C 1.3472 2.6878 -2.1428  -0.741
42 P 1.0125 1.4583 -0.8283  1.259
43 C 2.2653 1.8538 0.4475  -0.754
44 C 3.5304 2.5803 -0.0178  -0.610
45 C 1.6548 -0.0743 -1.6160  -0.755
46 C 3.1025 -0.1155 -2.0980  -0.612
47 H 0.7978 3.3563 -4.1185  0.197
48 H -0.5170 2.5729 -3.2454  0.254
49 H 0.7810 1.5987 -3.9355  0.191
50 H 1.1737 3.6725 -1.6984  0.247
51 H 2.4122 2.6143 -2.3700  0.207
52 H 2.4908 0.9126 0.9434  0.262
53 H 1.7613 2.4522 1.2075  0.267
54 H 4.0805 2.0439 -0.7889  0.193
55 H 4.1992 2.7062 0.8376  0.205
56 H 3.3085 3.5759 -0.4031  0.205
57 H 0.9562 -0.2944 -2.4200  0.256
58 H 1.4661 -0.8651 -0.8866  0.242
59 H 3.3423 0.7034 -2.7795  0.194
60 H 3.2874 -1.0468 -2.6409  0.200
61 H 3.8119 -0.0795 -1.2697  0.198

Computed properties:
total charge: -2
E_tot: -163849.9003 eV
energy relative to the best compared isomer or geometry (same formula, charge and spin): 1.3820 eV
largest force on an atom: 0.026 hartree/bohr
gap between HOMO and LUMO: 0.2061 Ha
multiplicity: 1

Entry 2:
This record from the Open Molecules 2025 dataset describes C4H5NOS in the gas phase at a distorted geometry. The level of theory is ωB97M-V with the def2-TZVPD basis set.

Last column: natural (NBO) charge in e.
Element x y z (Å)
1 O 1.2568 2.3194 0.0442  -0.657
2 C 0.5202 1.2748 -0.2537  0.219
3 C 0.8753 0.0532 0.0530  -0.389
4 C 0.1222 -1.2148 -0.1307  -0.124
5 C -1.2330 -1.5325 -0.0708  -0.082
6 N -2.3079 -0.7963 0.0942  -0.549
7 S -2.3991 0.7609 0.0514  0.258
8 H 2.1264 2.1782 0.4142  0.482
9 H -0.3889 1.6617 -0.6641  0.217
10 H 1.8357 -0.0138 0.6161  0.207
11 H 0.9628 -2.0412 -0.2391  0.220
12 H -1.3704 -2.6496 0.0852  0.198

Computed properties:
SMILES string: O/C=C/C=C\N=S
E_tot: -18598.0358 eV
energy relative to the best compared isomer or geometry (same formula, charge and spin): 3.8831 eV
largest force on an atom: 0.069 hartree/bohr
gap between HOMO and LUMO (spin up / spin down): 0.2438 / 0.2364 Ha
multiplicity: 1

Entry 3:
This record from the Open Molecules 2025 dataset describes C8H16B8F32Li4O2 as an isolated structure at a distorted geometry. The level of theory is ωB97M-V with the def2-TZVPD basis set.

Last column: natural (NBO) charge in e.
Element x y z (Å)
1 Li 7.5633 2.4848 17.3188  0.914
2 Li 9.1345 3.8173 13.9758  0.965
3 Li 7.7319 -0.5504 14.5535  0.882
4 Li 3.8223 2.0436 15.0287  0.936
5 B 2.4133 3.7798 16.2700  1.308
6 F 1.7877 5.0294 16.2330  -0.585
7 F 2.1192 3.0984 15.1185  -0.576
8 F 3.7628 3.9308 16.3597  -0.563
9 F 1.8880 3.1596 17.3966  -0.557
10 B 9.0411 2.8502 11.1724  1.334
11 F 8.4042 1.9526 10.3358  -0.550
12 F 10.3334 2.4648 11.4901  -0.572
13 F 9.2208 4.0283 10.5367  -0.579
14 F 8.3740 3.0854 12.3929  -0.616
15 B 8.5737 -0.2809 16.7489  1.304
16 F 8.8891 -1.2449 17.6907  -0.559
17 F 7.2484 -0.3898 16.3648  -0.558
18 F 8.8432 0.8953 17.3570  -0.578
19 F 9.3184 -0.3024 15.6256  -0.545
20 B 8.9615 -1.0859 12.5047  1.294
21 F 9.0553 0.2277 12.8971  -0.557
22 F 9.7416 -1.2673 11.3950  -0.577
23 F 9.4803 -2.0216 13.4449  -0.575
24 F 7.6817 -1.4621 12.2347  -0.556
25 B 6.0414 -2.5939 14.6343  1.311
26 F 7.3856 -2.5911 14.9065  -0.562
27 F 5.7208 -1.4026 14.1390  -0.565
28 F 5.7202 -3.5091 13.6509  -0.577
29 F 5.4115 -2.8663 15.8392  -0.574
30 B 10.0245 4.4636 17.2377  1.353
31 F 9.9859 4.6585 15.8452  -0.609
32 F 11.0623 3.5573 17.6007  -0.552
33 F 10.2377 5.7546 17.7317  -0.581
34 F 8.7901 3.9927 17.6249  -0.579
35 B 6.5198 2.2906 14.8599  1.320
36 F 5.6100 3.0396 14.1502  -0.566
37 F 6.7589 1.1126 14.1455  -0.538
38 F 7.6668 3.0343 15.0673  -0.591
39 F 5.9388 1.9556 16.0758  -0.552
40 B 5.8263 2.5663 19.4646  1.315
41 F 6.1164 3.2342 18.3056  -0.597
42 F 6.3885 1.3373 19.3698  -0.551
43 F 6.2439 3.1691 20.6491  -0.574
44 F 4.4836 2.4520 19.3750  -0.559
45 C 7.0099 7.6797 17.6709  -0.461
46 C 6.7157 7.4700 16.2312  -0.435
47 C 6.2320 6.0938 16.1382  -0.144
48 O 5.4650 5.9408 17.3301  0.050
49 C 6.1610 6.6873 18.3395  -0.142
50 H 6.8717 8.6717 18.1009  0.222
51 H 8.0283 7.3544 17.8836  0.265
52 H 7.5507 7.6738 15.5609  0.253
53 H 5.9188 8.1019 15.8389  0.213
54 H 6.9977 5.3199 16.0855  0.314
55 H 5.5921 5.9566 15.2666  0.274
56 H 6.7306 5.9474 18.9019  0.323
57 H 5.5671 7.2353 19.0711  0.248
58 C 2.3754 1.4811 11.0749  -0.424
59 C 3.7633 1.0196 11.0330  -0.438
60 C 4.0613 0.5370 12.4427  -0.074
61 O 3.2480 1.4352 13.2899  -0.611
62 C 2.3499 2.1688 12.4383  -0.063
63 H 1.7128 0.6211 10.9773  0.188
64 H 2.1629 2.1649 10.2531  0.195
65 H 4.4534 1.8150 10.7517  0.212
66 H 3.9832 0.1901 10.3608  0.221
67 H 5.1323 0.6677 12.5974  0.253
68 H 3.7269 -0.4830 12.6324  0.198
69 H 2.5546 3.2137 12.2052  0.174
70 H 1.3116 2.0267 12.7379  0.183

Computed properties:
total charge: -3
E_tot: -105898.9158 eV
largest force on an atom: 0.077 hartree/bohr
gap between HOMO and LUMO (spin up / spin down): 0.2727 / 0.0987 Ha
multiplicity: 2

Entry 4:
This record from the Open Molecules 2025 dataset describes an isolated ion of composition C3H7FNO and charge +1 at a distorted geometry. The level of theory is ωB97M-V with the def2-TZVPD basis set.

Last column: natural (NBO) charge in e.
Element x y z (Å)
1 F 1.4065 0.5882 1.6052  -0.320
2 C 0.2019 0.8780 1.0404  0.489
3 C 0.4336 0.7762 -0.7039  -0.318
4 N -0.3274 -0.4320 -0.9521  -0.519
5 C -0.4856 -1.1250 0.3418  0.056
6 O -0.7356 -0.0975 1.2046  -0.471
7 H -0.0853 1.9565 1.0821  0.204
8 H -0.0095 1.7324 -0.8906  0.251
9 H 1.4352 0.6978 -0.8479  0.243
10 H -1.2318 -0.3321 -1.3838  0.452
11 H 0.2001 -1.0266 -1.5752  0.453
12 H -1.3083 -1.9039 0.5058  0.265
13 H 0.5063 -1.7120 0.5736  0.215

Computed properties:
total charge: +1
SMILES string: F[C@H]1C[NH2+]CO1
E_tot: -9470.8439 eV
energy relative to the best compared isomer or geometry (same formula, charge and spin): 1.4707 eV
largest force on an atom: 0.110 hartree/bohr
gap between HOMO and LUMO: 0.4443 Ha
multiplicity: 1

Entry 5:
This record from the Open Molecules 2025 dataset describes C4H4N4 in the gas phase at a distorted geometry. The level of theory is ωB97M-V with the def2-TZVPD basis set.

Last column: natural (NBO) charge in e.
Element x y z (Å)
1 H -3.1205 -0.5345 0.3564  0.352
2 N -2.2566 -1.0390 0.0093  -0.787
3 C -1.1837 -0.3307 -0.0185  0.552
4 N -0.7890 1.0073 -0.1105  -0.572
5 C 0.5433 1.1287 0.0234  -0.015
6 C 1.0538 -0.1571 0.0529  -0.031
7 C 2.4793 -0.4865 -0.0118  0.256
8 N 3.6195 -0.5061 -0.0099  -0.296
9 N 0.0076 -1.0118 -0.1764  -0.553
10 H -1.3397 1.8312 -0.0741  0.420
11 H 1.0357 2.1073 -0.0355  0.239
12 H -0.0497 -2.0088 -0.0053  0.435

Computed properties:
SMILES string: [H]/N=c1\[nH]cc(C#N)[nH]1
E_tot: -10172.0915 eV
energy relative to the best compared isomer or geometry (same formula, charge and spin): 0.7463 eV
largest force on an atom: 0.055 hartree/bohr
gap between HOMO and LUMO: 0.3131 Ha
multiplicity: 1